[1]
C3H6N as an isolated structure in a non-equilibrium geometry, computed with ωB97M-V with the def2-TZVPD basis set.

energy relative to the best compared isomer or geometry (same formula, charge and spin)	364.38	kJ/mol
energy	-4686.34018	eV
total charge	+1
highest occupied orbital energy	-15.4	eV

The geometry in XYZ format:
```
10
Properties=species:S:1:pos:R:3:mulliken_charge:R:1
C -0.957 -1.176 -0.461 0.12
C 1.009 -0.855 -0.189 -0.45
C -0.256 1.223 0.357 -0.68
N -0.293 -0.137 -0.265 0.02
H -1.869 -1.737 -0.658 0.39
H 1.294 -1.171 0.817 0.35
H 0.504 1.185 1.196 0.29
H 0.192 1.941 -0.430 0.30
H -1.142 1.645 0.745 0.36
H 1.518 -0.919 -1.112 0.31
```

[2]
A 2-piece molecular cluster, C3H7ClO2 overall in a non-equilibrium geometry, computed with ωB97M-V with the def2-TZVPD basis set.

SMILES	CC(=O)O.CCl
energy relative to the best compared isomer or geometry (same formula, charge and spin)	0.00	kJ/mol
energy	-19842.30509	eV
highest occupied orbital energy	-10.7	eV

The geometry in XYZ format:
```
13
Properties=species:S:1:pos:R:3:mulliken_charge:R:1
O 0.289 0.549 -1.594 -0.55
O 1.825 -0.661 -0.471 -0.45
C 1.377 0.019 -1.559 0.70
C 2.397 0.012 -2.658 -0.86
H 1.089 -0.602 0.198 0.34
H 2.018 0.568 -3.533 0.29
H 2.619 -1.023 -2.969 0.27
H 3.332 0.486 -2.317 0.27
Cl -1.917 -0.758 3.857 -0.18
C -3.070 0.197 2.915 -0.53
H -2.627 1.169 2.639 0.23
H -3.985 0.381 3.502 0.25
H -3.346 -0.338 1.991 0.23
```

[3]
C42H50Cl2OP4Pb as an isolated structure in a non-equilibrium geometry, computed with ωB97M-V with the def2-TZVPD basis set.

energy relative to the best compared isomer or geometry (same formula, charge and spin)	126.66	kJ/mol
energy	-113840.43696	eV
total charge	+2
highest occupied orbital energy	-10.8	eV

The geometry in XYZ format:
```
100
Properties=species:S:1:pos:R:3:mulliken_charge:R:1
P 0.634 -6.337 -0.443 -0.24
C -0.127 -6.234 1.137 0.90
C -1.136 -7.245 1.192 -0.54
H -1.589 -7.596 0.277 0.41
C -1.422 -7.848 2.412 -0.65
H -2.051 -8.736 2.405 0.39
C -0.876 -7.330 3.593 -0.42
H -1.095 -7.821 4.538 0.40
C -0.063 -6.181 3.552 -0.55
H 0.284 -5.743 4.494 0.39
C 0.311 -5.612 2.336 -0.63
H 0.898 -4.685 2.311 0.41
C -0.403 -5.763 -1.767 0.41
C -1.709 -5.235 -1.605 -0.35
H -2.027 -4.848 -0.638 0.63
C -2.558 -5.179 -2.710 -0.57
H -3.580 -4.810 -2.587 0.45
C -2.121 -5.622 -3.967 -0.66
H -2.815 -5.658 -4.806 0.45
C -0.790 -6.005 -4.151 -0.80
H -0.422 -6.326 -5.127 0.46
C 0.098 -5.997 -3.075 -0.55
H 1.148 -6.213 -3.215 0.47
C 2.353 -5.876 -0.508 0.75
C 3.008 -7.139 -0.403 -0.55
H 2.427 -8.021 -0.178 0.43
C 4.358 -7.255 -0.697 -0.64
H 4.772 -8.254 -0.685 0.42
C 5.108 -6.118 -1.009 -0.62
H 6.167 -6.230 -1.227 0.39
C 4.487 -4.861 -1.024 -0.61
H 5.094 -3.978 -1.235 0.44
C 3.115 -4.714 -0.788 0.15
H 2.689 -3.706 -0.770 0.24
Pb 0.227 0.600 0.199 1.58
C 0.165 0.319 -2.329 -1.27
C 0.168 -0.756 -3.087 0.65
H 0.075 1.391 -2.604 0.10
C 0.217 -2.209 -2.552 1.89
O 1.440 -2.819 -3.002 -0.67
H 1.656 -3.604 -2.495 0.02
C 0.063 -2.077 -1.122 -0.98
H -0.593 -2.893 -2.871 -0.47
C 0.000 -1.391 -0.055 -0.90
Cl -1.050 2.802 -0.225 -0.44
Cl -0.577 -0.612 2.762 -0.45
P -2.570 -0.242 0.271 0.79
C -3.375 0.943 1.395 -1.23
H -3.254 1.953 0.990 0.41
H -2.868 0.887 2.365 0.30
H -4.432 0.668 1.495 0.48
C -3.359 0.074 -1.336 -1.14
H -3.069 -0.709 -2.047 0.19
H -3.015 1.045 -1.710 0.31
H -4.448 0.075 -1.199 0.49
C -3.315 -1.821 0.766 -1.17
H -2.782 -2.205 1.641 0.35
H -3.258 -2.555 -0.045 0.19
H -4.365 -1.643 1.025 0.54
P 0.050 -0.659 -4.907 1.26
C -0.549 0.974 -5.295 -1.22
C -1.058 -1.948 -5.469 -1.14
H 0.040 1.731 -4.753 0.41
H -1.621 1.045 -5.043 0.41
H -0.392 1.046 -6.383 0.44
H -0.663 -2.954 -5.263 0.27
H -1.123 -1.790 -6.554 0.49
H -2.057 -1.835 -5.024 0.40
C 1.709 -0.947 -5.494 -1.33
H 2.378 -0.168 -5.103 0.42
H 1.626 -0.872 -6.583 0.49
H 2.056 -1.940 -5.176 0.37
H -0.176 -1.825 0.965 0.57
C 3.652 0.037 2.847 -1.42
P 2.752 0.978 1.586 0.98
C 2.200 2.490 2.452 0.39
C 2.665 3.774 2.123 -0.24
C 2.097 4.894 2.739 -0.73
C 1.072 4.747 3.681 -0.43
C 0.580 3.473 3.984 -0.89
C 1.122 2.357 3.355 -0.08
C 3.903 1.497 0.287 0.48
C 5.178 0.913 0.192 -0.65
C 6.027 1.254 -0.862 -0.65
C 5.605 2.145 -1.854 -0.54
C 4.309 2.667 -1.811 -0.99
C 3.447 2.330 -0.767 -0.39
H 4.468 0.603 3.318 0.47
H 2.930 -0.263 3.621 0.41
H 4.056 -0.878 2.392 0.51
H 3.453 3.894 1.380 0.45
H 2.466 5.890 2.486 0.40
H 0.656 5.620 4.184 0.41
H -0.230 3.343 4.706 0.43
H 0.671 1.374 3.515 0.15
H 5.497 0.192 0.947 0.35
H 7.031 0.827 -0.905 0.43
H 6.283 2.433 -2.658 0.43
H 3.969 3.350 -2.591 0.45
H 2.418 2.704 -0.775 0.62
```

[4]
One molecule with the formula C3H8N4 in a non-equilibrium geometry, computed with ωB97M-V with the def2-TZVPD basis set.

SMILES	[H]/N=C(/N)C=C(N)N
energy relative to the best compared isomer or geometry (same formula, charge and spin)	280.83	kJ/mol
energy	-9198.72280	eV
highest occupied orbital energy	-8.2	eV

The geometry in XYZ format:
```
15
Properties=species:S:1:pos:R:3:mulliken_charge:R:1
C -0.224 0.197 1.081 0.60
C 0.130 0.749 -0.127 -0.69
C 0.384 -0.036 -1.297 0.46
H -0.949 1.556 2.177 0.16
H -0.462 0.242 3.102 0.27
H -1.103 -1.505 1.762 0.24
H 0.380 -1.916 0.758 0.30
H 0.425 1.783 -0.187 0.24
H 1.207 1.516 -2.577 0.27
H 0.751 -0.083 -3.241 0.35
H -0.853 -1.361 -1.070 0.27
N -0.739 0.627 2.233 -0.50
N -0.195 -1.162 1.372 -0.61
N 1.304 0.473 -2.319 -0.68
N -0.057 -1.079 -1.666 -0.67
```

[5]
A 2-piece molecular cluster, C5H4NO3 overall in a non-equilibrium geometry, computed with ωB97M-V with the def2-TZVPD basis set.

energy relative to the best compared isomer or geometry (same formula, charge and spin)	545.85	kJ/mol
energy	-12878.06645	eV
total charge	-1
highest occupied orbital energy (alpha / beta)	-3.5 / -5.8	eV

The geometry in XYZ format:
```
13
Properties=species:S:1:pos:R:3:mulliken_charge:R:1
C -1.206 2.244 0.455 0.03
C -2.145 -1.284 0.049 0.63
C 2.937 -0.725 -0.539 -0.52
C 1.656 -0.686 -0.178 -0.33
C -1.151 -0.154 -0.285 -0.07
N -1.142 1.003 0.096 0.11
O -2.758 -1.745 -0.854 -0.61
O -1.460 3.172 -0.292 -0.58
O -2.076 -1.444 1.260 -0.63
H -0.962 2.523 1.611 0.23
H 3.662 -1.547 -0.505 0.26
H 3.368 0.176 -1.010 0.20
H 1.276 -1.533 0.193 0.28
```

[6]
C11H29ClIOP2Tb as an isolated structure in a non-equilibrium geometry, computed with ωB97M-V with the def2-TZVPD basis set.

spin multiplicity	7
energy	-75543.28057	eV
total charge	+2
highest occupied orbital energy (alpha / beta)	-14.5 / -14.5	eV

The geometry in XYZ format:
```
46
Properties=species:S:1:pos:R:3:mulliken_charge:R:1
C -0.688 0.176 -0.507 -2.25
I 1.198 0.204 0.232 0.15
H -0.683 -0.100 -1.556 0.80
H -1.117 1.182 -0.449 0.86
H -1.342 -0.506 0.037 0.55
Tb 1.768 -2.657 -4.648 1.08
P 0.488 2.775 -1.199 0.70
C 0.096 3.797 0.272 -1.12
C 2.188 3.281 -1.600 -1.08
H 2.243 4.358 -1.809 0.41
H -0.274 4.613 -2.609 0.40
H 2.499 2.720 -2.490 0.36
H -0.381 3.013 -3.421 0.38
H 0.763 3.553 1.109 0.37
H 2.860 3.029 -0.774 0.37
C -0.543 3.555 -2.478 -1.18
H 0.175 4.867 0.019 0.42
H -1.602 3.475 -2.198 0.38
H -0.940 3.593 0.588 0.34
P 0.633 -2.531 -1.716 0.67
C 0.229 -3.127 0.033 -1.26
C -0.521 -3.705 -2.535 -1.14
H 2.984 -3.099 -2.635 0.23
H 2.062 -4.515 -1.860 0.37
H 2.734 -3.199 -0.896 0.33
C 2.241 -3.435 -1.846 -0.99
H -0.633 -3.443 -3.608 0.37
H -0.217 -4.748 -2.373 0.41
H 0.251 -4.236 0.063 0.52
H -0.774 -2.807 0.379 0.34
H -1.493 -3.559 -2.030 0.33
H 0.961 -2.745 0.773 0.39
Cl 1.462 -0.326 -5.270 -0.54
C -1.974 0.774 4.069 -0.61
C -0.946 -0.200 4.640 -0.54
C -0.326 -0.887 3.413 -0.41
O -1.153 -0.634 2.271 -0.17
C -1.965 0.519 2.532 0.05
H -2.959 0.570 4.510 0.26
H -1.681 1.812 4.279 0.29
H -1.436 -0.986 5.228 0.24
H -0.161 0.271 5.225 0.31
H 0.680 -0.463 3.197 0.22
H -0.232 -1.966 3.559 0.29
H -2.973 0.356 2.085 0.35
H -1.502 1.385 1.997 -0.24
```

[7]
A 5-piece molecular cluster, C29H43N2O17S6 overall in a non-equilibrium geometry, computed with ωB97M-V with the def2-TZVPD basis set.

energy relative to the best compared isomer or geometry (same formula, charge and spin)	0.00	kJ/mol
energy	-133563.02162	eV
total charge	-1
highest occupied orbital energy	-1.6	eV

The geometry in XYZ format:
```
97
Properties=species:S:1:pos:R:3:mulliken_charge:R:1
C -4.698 1.177 -1.263 -0.59
O -5.308 0.202 -0.443 -0.38
C -4.779 -1.119 -0.629 -0.73
C -4.103 -1.680 0.659 -0.25
C -3.047 -2.720 0.194 -0.75
C -2.312 -3.381 1.383 0.16
N -1.662 -2.413 2.270 -0.70
C -0.412 -2.963 2.757 -0.66
C 0.889 -2.286 2.168 -0.86
C 0.697 -1.621 0.810 0.10
S 0.695 -2.814 -0.603 -0.17
C 1.439 -1.769 -1.869 -0.11
S 0.561 -0.548 -2.485 -0.06
N 2.804 -2.106 -2.203 0.20
C 3.679 -1.441 -1.250 -1.38
C 4.579 -2.208 -0.529 -0.03
C 5.421 -1.559 0.348 -0.90
C 5.389 -0.199 0.551 -0.12
C 4.485 0.566 -0.171 -1.10
C 3.660 -0.079 -1.076 1.10
C 3.137 -1.842 -3.570 0.69
C 4.328 -1.240 -3.942 -0.40
C 4.643 -1.033 -5.276 -0.78
C 3.780 -1.377 -6.290 -0.40
C 2.584 -1.985 -5.929 -0.72
C 2.297 -2.220 -4.616 -0.05
H -5.190 1.254 -2.255 0.23
H -3.631 0.972 -1.449 0.32
H -4.833 2.147 -0.755 0.28
H -4.058 -1.186 -1.461 0.41
H -5.643 -1.756 -0.895 0.27
H -3.607 -0.897 1.244 0.35
H -4.895 -2.210 1.210 0.08
H -2.368 -2.199 -0.502 0.13
H -3.560 -3.537 -0.356 0.29
H -3.036 -3.959 2.002 0.00
H -1.586 -4.104 0.932 0.30
H -0.401 -2.791 3.861 0.30
H -0.367 -4.070 2.627 0.26
H 1.190 -1.506 2.890 0.37
H 1.705 -3.028 2.098 0.23
H -0.203 -0.996 0.751 0.35
H 1.561 -0.947 0.663 0.05
H 4.642 -3.286 -0.663 0.49
H 6.155 -2.139 0.914 0.36
H 6.055 0.334 1.235 0.37
H 4.399 1.648 -0.068 0.44
H 2.987 0.563 -1.648 0.51
H 5.084 -0.927 -3.224 0.24
H 5.607 -0.581 -5.523 0.34
H 4.082 -1.184 -7.319 0.37
H 1.898 -2.260 -6.733 0.36
H 1.361 -2.730 -4.379 0.46
C -5.123 5.453 -5.146 -0.35
C -6.139 5.185 -4.055 -0.34
O -5.625 4.053 -3.352 -0.25
S -4.018 4.092 -3.375 1.17
O -3.566 4.663 -2.160 -0.55
O -3.546 2.849 -3.856 -0.51
O -3.855 5.196 -4.537 -0.32
H -5.247 4.762 -5.983 0.28
H -5.168 6.476 -5.511 0.31
H -7.130 4.972 -4.450 0.30
H -6.200 6.022 -3.355 0.29
C -5.054 -4.257 5.925 -0.32
C -6.178 -5.204 5.559 -0.34
O -5.703 -5.903 4.408 -0.32
S -4.101 -6.070 4.508 1.03
O -3.814 -7.361 5.027 -0.60
O -3.530 -5.581 3.314 -0.46
O -3.857 -4.996 5.680 -0.30
H -5.049 -3.375 5.279 0.29
H -5.099 -3.943 6.965 0.29
H -7.106 -4.684 5.334 0.31
H -6.355 -5.936 6.353 0.28
C 6.227 4.663 3.415 -0.48
C 5.081 3.757 3.025 -0.05
O 5.491 3.159 1.790 -0.19
S 7.079 2.976 1.791 1.11
O 7.341 1.633 2.162 -0.61
O 7.611 3.558 0.615 -0.58
O 7.408 3.933 3.041 -0.32
H 6.207 5.599 2.852 0.32
H 6.235 4.883 4.480 0.33
H 4.145 4.287 2.898 0.21
H 4.944 2.961 3.761 0.23
C 0.073 3.896 -0.028 -0.41
C 0.951 2.667 0.050 -0.02
O 2.240 3.176 0.427 -0.19
S 2.054 4.457 1.367 1.13
O 2.162 4.039 2.720 -0.63
O 2.827 5.521 0.834 -0.59
O 0.508 4.729 1.060 -0.30
H 0.232 4.443 -0.960 0.29
H -0.981 3.658 0.075 0.37
H 1.009 2.133 -0.895 0.04
H 0.613 1.983 0.831 0.20
```

[8]
C32H88F6N8Na2O8P as an isolated structure in a non-equilibrium geometry, computed with ωB97M-V with the def2-TZVPD basis set.

energy relative to the best compared isomer or geometry (same formula, charge and spin)	0.00	kJ/mol
energy	-97338.61755	eV
total charge	+1
highest occupied orbital energy	-10.6	eV

The geometry in XYZ format:
```
145
Properties=species:S:1:pos:R:3:mulliken_charge:R:1
Na 17.334 -15.381 23.766 0.78
Na 21.320 -13.769 25.283 0.79
P 20.225 -15.721 22.019 1.97
F 18.983 -16.314 21.237 -0.43
F 20.847 -15.134 20.684 -0.39
F 19.432 -14.304 22.288 -0.57
F 21.522 -15.110 22.836 -0.46
F 19.639 -16.211 23.482 -0.46
F 21.035 -17.085 21.864 -0.45
C 24.587 -14.855 24.626 -0.20
C 24.880 -13.976 25.830 0.33
C 26.230 -13.275 25.764 -0.94
O 26.239 -12.427 24.641 -0.10
C 27.276 -11.513 24.572 -0.91
N 23.807 -12.943 26.015 -0.47
H 25.368 -15.624 24.608 0.39
H 24.587 -14.363 23.660 -0.36
H 23.634 -15.374 24.760 -0.19
H 24.859 -14.685 26.663 0.43
H 27.024 -14.020 25.632 0.36
H 26.323 -12.640 26.650 0.49
H 27.674 -11.290 25.571 0.39
H 26.893 -10.604 24.117 0.26
H 28.140 -11.855 23.991 0.27
H 23.693 -12.730 26.999 0.26
H 24.131 -12.130 25.495 0.15
C 18.564 -19.375 17.024 -1.25
C 18.038 -18.016 16.649 0.29
C 18.688 -16.896 17.491 -0.14
O 17.920 -15.720 17.279 -0.35
C 18.601 -14.561 17.606 -0.59
N 18.206 -17.807 15.195 -0.71
H 18.369 -19.608 18.077 0.14
H 19.644 -19.390 16.880 0.38
H 18.000 -20.105 16.450 0.35
H 16.964 -18.020 16.856 0.31
H 19.749 -16.749 17.236 0.50
H 18.693 -17.151 18.571 -0.24
H 18.845 -14.452 18.675 0.04
H 18.058 -13.686 17.257 0.32
H 19.591 -14.494 17.123 0.37
H 19.139 -17.463 14.962 0.28
H 17.625 -17.015 14.918 0.31
C 15.097 -16.432 21.119 -1.19
C 15.622 -17.753 21.689 0.04
C 15.954 -18.766 20.627 0.26
O 14.770 -19.343 20.157 -0.41
C 14.972 -20.602 19.566 -0.69
N 16.747 -17.480 22.655 -0.25
H 14.479 -16.601 20.237 0.43
H 15.955 -15.781 20.927 0.03
H 14.488 -15.897 21.855 0.38
H 14.834 -18.232 22.282 0.45
H 16.565 -19.555 21.106 -0.08
H 16.593 -18.317 19.842 0.07
H 15.184 -21.383 20.307 0.30
H 15.870 -20.610 18.908 0.20
H 14.162 -20.820 18.878 0.33
H 16.598 -18.010 23.512 0.35
H 17.663 -17.756 22.317 -0.19
C 26.529 -16.754 19.428 -1.31
C 27.127 -15.600 20.185 0.26
C 26.049 -14.566 20.477 -0.26
O 26.715 -13.463 20.965 -0.36
C 25.912 -12.372 21.383 -0.37
N 27.766 -16.118 21.394 -0.66
H 25.887 -16.391 18.599 0.38
H 25.860 -17.368 20.014 0.24
H 27.260 -17.309 18.837 0.34
H 27.802 -15.028 19.545 0.31
H 25.244 -14.909 21.149 -0.02
H 25.519 -14.256 19.559 0.39
H 26.553 -11.575 21.742 0.29
H 25.251 -12.695 22.205 -0.12
H 25.250 -12.005 20.580 0.33
H 27.054 -16.478 22.030 0.19
H 28.140 -15.307 21.903 0.35
C 22.082 -9.902 23.601 -1.49
C 21.017 -10.725 22.892 1.50
C 21.493 -11.217 21.588 -0.35
O 21.805 -10.211 20.673 -0.43
C 20.710 -9.388 20.294 -0.59
N 20.662 -11.905 23.761 -0.39
H 22.518 -9.100 22.996 0.38
H 22.980 -10.522 23.754 0.10
H 21.755 -9.521 24.567 0.41
H 20.094 -10.142 22.795 -0.82
H 20.824 -11.967 21.122 0.34
H 22.430 -11.773 21.710 0.14
H 19.869 -9.978 19.898 0.21
H 21.112 -8.707 19.559 0.32
H 20.304 -8.874 21.176 0.23
H 19.805 -11.710 24.296 0.40
H 20.258 -12.656 23.166 0.04
C 20.135 -20.238 21.392 -0.54
C 19.544 -21.086 22.465 0.56
C 20.332 -22.384 22.594 -0.77
O 19.855 -23.110 23.669 -0.34
C 20.809 -24.043 24.212 -0.68
N 19.554 -20.328 23.768 -0.57
H 21.104 -19.807 21.642 -0.14
H 19.501 -19.442 21.007 -0.18
H 20.307 -20.853 20.492 0.51
H 18.465 -21.209 22.331 0.34
H 21.394 -22.135 22.777 0.17
H 20.319 -22.991 21.674 0.38
H 21.127 -24.744 23.429 0.30
H 20.342 -24.551 25.050 0.26
H 21.697 -23.523 24.611 0.24
H 20.487 -19.921 23.913 0.21
H 19.375 -21.070 24.441 0.34
C 15.230 -12.654 20.977 -1.57
C 16.454 -12.622 21.852 1.28
C 17.170 -11.298 21.831 -0.33
O 16.413 -10.408 22.608 -0.37
C 16.974 -9.079 22.778 -0.48
N 16.168 -13.137 23.234 -0.50
H 14.405 -12.101 21.445 0.41
H 14.876 -13.648 20.731 0.31
H 15.443 -12.084 20.072 0.36
H 17.147 -13.367 21.428 -0.32
H 17.211 -10.944 20.793 0.38
H 18.191 -11.399 22.233 -0.20
H 18.028 -9.054 22.454 0.00
H 16.923 -8.832 23.838 0.27
H 16.462 -8.342 22.155 0.30
H 16.871 -12.737 23.868 0.24
H 15.307 -12.725 23.597 0.29
C 24.033 -18.234 25.684 -1.55
C 23.397 -18.510 24.325 0.97
C 23.914 -19.800 23.741 -0.65
O 25.312 -19.662 23.706 -0.36
C 25.983 -20.593 22.913 -0.80
N 21.892 -18.506 24.420 -0.42
H 23.854 -18.998 26.440 0.38
H 23.756 -17.255 26.081 0.38
H 25.115 -18.213 25.506 0.36
H 23.760 -17.729 23.635 -0.17
H 23.551 -19.950 22.712 0.38
H 23.712 -20.679 24.372 0.30
H 25.963 -20.274 21.851 0.25
H 25.524 -21.593 22.926 0.31
H 27.036 -20.661 23.169 0.30
H 21.550 -18.012 23.594 -0.12
H 21.714 -17.811 25.146 0.25
```